Record 1
67
Properties=species:S:1:pos:R:3:mulliken_charge:R:1 method="wB97M-V/def2-TZVPD" s2=0.756 multiplicity=2 e_above_lowest_kj_mol=56.59 total_energy_ha=-3363.005031 total_charge=+2
Tc -1.2747 -0.2356 -0.2344 -0.01
C 1.2922 -5.1470 1.9238 -1.00
C 0.1185 -5.4625 1.0115 -0.43
N -0.9335 -4.4416 1.0810 -0.18
C -0.8390 -3.2789 0.4438 0.33
S -2.2813 -2.1458 0.7010 -0.30
N 0.1417 -2.9355 -0.3060 -1.05
N -0.0590 -1.7258 -0.9634 0.99
C 0.4762 -1.5982 -2.1341 0.53
C 1.3936 -2.5827 -2.7705 -1.65
C -0.0030 -0.4187 -2.8617 0.87
C 0.4252 -0.0856 -4.1372 -0.41
C -0.1700 0.9798 -4.7919 -0.74
C -1.1834 1.6806 -4.1569 -0.61
C -1.5515 1.3110 -2.8783 -0.39
N -0.9785 0.2865 -2.2344 -0.01
H 2.0519 -5.9219 1.8297 0.36
H 0.9774 -5.1081 2.9669 0.30
H 1.7457 -4.1935 1.6523 0.27
H -0.3465 -6.4097 1.2775 0.41
H 0.4393 -5.5270 -0.0280 0.24
H -1.7289 -4.5948 1.6786 0.29
H 1.7121 -3.3306 -2.0526 0.39
H 2.2689 -2.0659 -3.1674 0.40
H 0.8984 -3.0843 -3.6047 0.37
H 1.2060 -0.6613 -4.6121 0.41
H 0.1471 1.2539 -5.7891 0.48
H -1.6831 2.5087 -4.6388 0.51
H -2.3182 1.8478 -2.3377 0.33
N 0.3637 1.1398 0.2678 -0.20
C 1.3754 1.3883 -0.7221 0.38
C 2.4423 0.5634 -0.9200 -0.58
C 3.3625 0.8390 -1.9579 -0.98
C 3.1892 1.9197 -2.7743 -1.02
C 2.0955 2.7984 -2.5705 1.12
C 1.8647 3.9564 -3.3503 -0.82
C 0.8009 4.7593 -3.0573 -0.61
C -0.0431 4.4115 -1.9800 -0.38
N 0.1250 3.3426 -1.2413 -0.48
C 1.1851 2.5402 -1.5293 0.50
H -0.0845 2.0402 0.4543 0.42
H 0.7705 0.7896 1.1303 0.29
H 2.5892 -0.3030 -0.2848 0.46
H 4.2136 0.1852 -2.0940 0.47
H 3.8956 2.1314 -3.5669 0.47
H 2.5420 4.1990 -4.1601 0.47
H 0.6028 5.6596 -3.6218 0.45
H -0.8809 5.0517 -1.7242 0.45
C -1.4718 -1.1018 1.8347 -0.10
C -1.1462 -0.9045 3.0062 1.21
C -0.7767 -0.5748 4.3182 -0.13
C -1.6568 0.1749 5.1193 -0.36
C -1.3009 0.4795 6.4165 -0.69
C -0.0780 0.0432 6.9181 -0.34
C 0.7989 -0.6999 6.1325 -0.66
C 0.4563 -1.0123 4.8338 -0.42
H -2.6053 0.4975 4.7114 0.50
H -1.9710 1.0514 7.0429 0.42
H 0.1949 0.2833 7.9373 0.42
H 1.7426 -1.0332 6.5408 0.42
H 1.1206 -1.5949 4.2089 0.48
Cl -5.5868 2.7185 1.6117 -0.07
C -4.2017 3.3216 0.7062 0.84
Cl -4.6978 3.9423 -0.8713 -0.08
Cl -3.3271 4.5527 1.6204 -0.07
C -3.2800 2.2020 0.4739 -0.30
N -2.5662 1.3289 0.2742 -0.20

Record 2
93
Properties=species:S:1:pos:R:3:mulliken_charge:R:1 method="wB97M-V/def2-TZVPD" s2=2.021 multiplicity=3 e_above_lowest_kj_mol=288.08 total_energy_ha=-3982.312940
Ti -1.0732 1.1124 3.5143 -0.11
O 0.4305 -2.3671 1.7397 -0.52
C -0.2104 -1.2303 1.9362 0.04
O -0.0248 -0.5616 3.0429 0.19
C -1.2254 -0.7354 1.0486 0.30
C -1.5708 -1.1813 -0.2166 -0.88
C -2.5765 -0.5179 -0.9193 -0.94
C -3.2238 0.6762 -0.3816 -1.27
C -2.8086 1.0361 0.9135 1.16
N -1.8760 0.3718 1.5587 0.67
C -3.1793 2.2361 1.6884 0.51
O -4.1541 3.0296 1.2653 -0.51
O -2.6406 2.3702 2.8232 -0.40
H 0.8791 -2.7375 2.5669 0.32
H -0.9364 -1.8431 -0.7612 0.83
H -2.9879 -0.9288 -1.8310 0.51
H -4.1133 1.0966 -0.8925 0.24
H -4.4032 2.8379 0.3377 0.31
O 0.2749 1.9272 2.2784 -0.21
N 0.2936 3.3155 2.2026 0.33
C 0.8493 3.8065 1.1122 -0.27
C 0.9765 5.1633 0.9589 -0.73
C 0.4069 5.9751 1.9858 -0.11
C -0.1718 5.4469 3.1444 -0.97
C -0.1754 4.0616 3.3561 0.71
S -0.3046 3.2015 4.7511 -0.45
H 1.2945 3.0853 0.4255 0.57
H 1.3872 5.7119 0.0717 0.35
H 0.3491 7.0707 1.8200 0.33
H -0.5102 6.0780 3.9450 0.45
O 0.5395 -1.4114 -2.6244 -0.51
P 1.5669 -1.1017 -3.6296 -0.60
N 1.6666 -2.3178 -4.7934 0.33
C 1.2861 -3.6630 -4.3680 -0.56
C 1.3316 -4.5729 -5.6629 -0.55
C 1.7958 -3.7100 -6.7833 -0.61
C 2.2930 -2.3757 -6.1337 -0.26
N 1.4553 0.3321 -4.5183 0.37
C 1.9786 1.5695 -3.9475 -0.10
C 0.8989 2.6166 -4.2935 -0.74
C 0.1782 2.0991 -5.5534 -0.65
C 0.4891 0.6055 -5.5424 -0.36
N 3.0531 -0.8808 -2.8693 0.45
C 4.3512 -0.8851 -3.5265 -0.52
C 5.3949 -0.4196 -2.5009 -0.57
C 4.6629 -0.1581 -1.2296 -0.64
C 3.2602 -0.6692 -1.4626 -0.36
H 0.2701 -3.6148 -3.9961 0.28
H 1.9547 -4.0868 -3.6122 0.25
H 0.3213 -5.1269 -5.7019 0.30
H 2.0600 -5.3874 -5.4195 0.25
H 0.8339 -3.4095 -7.3042 0.21
H 2.4545 -4.1969 -7.5614 0.37
H 1.9360 -1.5056 -6.7849 -0.01
H 3.3727 -2.4458 -5.9618 0.30
H 2.9661 1.8605 -4.3069 0.27
H 2.0536 1.5512 -2.8490 -0.07
H 1.3980 3.5984 -4.4274 0.40
H 0.1517 2.7821 -3.4992 0.26
H 0.5474 2.5452 -6.4787 0.29
H -0.8999 2.2390 -5.4913 0.30
H 0.9039 0.2527 -6.5335 0.05
H -0.4654 0.0216 -5.4444 0.35
H 4.4188 -0.2197 -4.3697 0.34
H 4.6720 -1.9153 -3.8282 0.27
H 5.9429 0.4817 -2.8804 0.23
H 6.1533 -1.2356 -2.5521 0.27
H 4.7351 0.9039 -0.9375 0.26
H 5.0749 -0.5960 -0.2823 0.35
H 2.4950 0.0335 -1.0439 0.03
H 3.1085 -1.6060 -0.9199 0.38
N 0.3738 0.5985 5.2341 -0.46
C 0.8498 -0.3704 5.7294 0.84
C 1.3074 -1.6162 6.0194 0.03
C 1.3280 -2.6865 5.1004 0.38
N 1.2971 -3.5224 4.2642 -0.75
C 1.7493 -1.8655 7.3200 -0.14
N 2.1507 -1.9948 8.4138 -0.56
N -6.3526 -2.5119 6.7221 -0.32
C -5.9891 -1.1862 6.8745 0.35
O -6.2807 -0.5468 7.8888 -0.61
C -5.0605 -0.6515 5.8418 0.81
C -4.6136 0.6583 5.9972 -0.93
C -3.4424 1.0890 5.4127 -0.20
N -2.6805 0.2463 4.5876 0.11
C -3.2137 -0.9858 4.2824 -0.04
C -4.4477 -1.3754 4.7671 -0.92
H -6.8858 -2.9110 7.4459 0.23
H -6.2338 -3.0422 5.8538 0.18
H -5.1210 1.2314 6.7483 0.47
H -2.9560 1.9813 5.6395 0.58
H -2.6289 -1.7525 3.7380 0.24
H -4.7860 -2.2745 4.2598 0.25

Record 3
6
Properties=species:S:1:pos:R:3:mulliken_charge:R:1 method="wB97M-V/def2-TZVPD" smiles=O.O e_above_lowest_kj_mol=26.41 total_energy_ha=-152.864877
O 1.4945 -0.1597 -0.1779 -0.67
H 1.4863 -0.5683 0.7222 0.34
H 1.1578 0.7453 0.0806 0.32
O -1.7262 -0.1914 -0.0347 -0.65
H -1.4545 0.7768 -0.0746 0.31
H -0.9579 -0.6027 -0.5155 0.36

Record 4
27
Properties=species:S:1:pos:R:3:mulliken_charge:R:1 method="wB97M-V/def2-TZVPD" s2=0.753 multiplicity=2 total_energy_ha=-1102.977662 total_charge=-1
C 0.6176 1.3706 0.3904 -0.77
C 1.6460 0.7987 1.3978 -0.61
S 1.2196 1.4591 3.0664 -0.14
N 0.4064 0.5784 -0.8169 0.04
C -0.8696 0.4376 -1.3784 0.50
O -1.8490 1.0070 -0.7938 -0.79
O -0.8912 -0.4900 -2.2019 -0.84
H -0.3482 1.3733 0.8978 0.59
H 0.8894 2.4419 0.3163 0.24
H 2.7227 1.1801 1.2645 0.33
H 1.4902 -0.3050 1.4891 0.24
H 1.1130 -0.0074 -1.2153 0.23
H -0.0142 -1.9087 -2.2384 0.48
H 0.0064 -3.3329 -1.5806 0.35
O 0.4849 -2.7955 -2.2435 -0.82
H -1.7250 2.5870 -0.3370 0.45
H -0.7149 3.4296 0.5029 0.31
O -1.5381 3.5583 0.0580 -0.74
H 3.1035 -1.4819 -0.6938 0.28
H 2.0147 -2.0928 -1.7361 0.44
O 2.7634 -1.4813 -1.5830 -0.72
H -1.8090 -0.3663 0.2845 0.40
H -3.2463 -0.8974 0.3840 0.32
O -2.4422 -0.9451 0.8915 -0.74
H 0.1549 -3.4890 0.3365 0.27
H -0.9641 -2.5688 0.4677 0.41
O -0.7022 -3.5532 0.3795 -0.71